No. 1
The following is a DFT calculation (the ωB97M-V functional and the def2-TZVPD basis) of a cluster of 2 separate species, C3H4BrNO in total.

* LUMO level (alpha / beta): -0.0062 / 0.0150 hartree
* relative energy (zero: lowest compared OMol25 entry of this formula, charge and spin): 144.9 kcal per mole
* F_max: 4.5 eV Å⁻¹

```
! RIJCOSX wB97M-V def2-TZVPD def2/J DEFGRID3
* xyz 0 1
C -0.4958 0.7150 0.5600
C 0.1385 -0.1367 1.4261
C -0.0626 0.2565 -0.7034
N 0.9064 -0.7252 -0.5743
O 1.0676 -0.9557 0.8677
Br 0.0103 1.2644 -2.2751
H -1.2419 1.3785 0.7338
H 0.2065 -0.2762 2.4187
H -2.1795 -0.6129 -1.2152
H 1.6506 -0.9077 -1.2382
*
```

No. 2
The following is a DFT calculation (the ωB97M-V functional and the def2-TZVPD basis) of the molecule C3H4BrNO2.

* LUMO level: -0.0047 hartree
* relative energy (zero: lowest compared OMol25 entry of this formula, charge and spin): 10.1 kcal per mole
* F_max: 2.3 eV Å⁻¹

```
! RIJCOSX wB97M-V def2-TZVPD def2/J DEFGRID3
* xyz 0 1
C 0.8292 -0.0600 -1.6207
C -0.2907 0.3648 -0.6060
O -1.3149 0.9385 -0.8748
C 0.0828 -0.0950 0.8422
O 1.1737 -0.5436 1.0708
N -0.9720 -0.0269 1.6917
Br -0.9485 -0.4726 3.5043
H 1.5512 -0.6048 -0.9581
H 1.3439 0.8504 -1.9961
H 0.4233 -0.6991 -2.5091
H -1.8781 0.3483 1.4559
*
```

No. 3
The following is a DFT calculation (the ωB97M-V functional and the def2-TZVPD basis) of a structure of composition C3H4BrNS.

* LUMO level (alpha / beta): -0.0263 / -0.0051 hartree
* relative energy (zero: lowest compared OMol25 entry of this formula, charge and spin): 91.5 kcal per mole
* F_max: 3.1 eV Å⁻¹

```
! RIJCOSX wB97M-V def2-TZVPD def2/J DEFGRID3
* xyz 0 1
C 2.3502 -0.9747 -1.5533
C -0.1213 -0.0597 0.3820
C 0.1671 0.6570 -2.2632
N 2.4933 -0.4848 -0.5356
S 0.2157 1.2429 -0.5606
Br 0.5634 2.1106 -3.4066
H -0.1509 0.1650 1.4329
H 2.2882 -1.5120 -2.4784
H -0.7260 -0.8003 0.0530
H -0.7086 0.0306 -2.6896
*
```

Question: Which of these has the lowest relative energy (zero: lowest compared OMol25 entry of this formula, charge and spin)?
Answer: C3H4BrNO2

Question: F_max of number 2 (C3H4BrNO2)?
Answer: 2.3 eV Å⁻¹

Question: Which formula does entry 2 have?
Answer: C3H4BrNO2